Entry from OMol25: C17H64BN2NbO15P as an isolated structure at a distorted geometry (wB97M-V/def2-TZVPD).

Each line ends with the Löwdin charge.
Atoms and positions in Å:
N1 -2.42919 -4.07794 5.25963  -0.06
C1 -2.59436 -3.97971 3.75890  -0.37
C2 -1.43155 -3.12807 3.09201  -0.36
Nb1 -2.16427 -1.08541 2.27332  1.57
C3 -0.46649 -0.13670 3.45263  -0.47
N2 -0.90942 0.79445 4.55313  -0.11
C4 -3.66106 -2.27809 1.01650  -0.31
C5 -3.74886 -1.81363 -0.49530  -0.36
O1 -3.94494 -0.62920 -0.78576  -0.09
C6 -3.67915 -0.85954 3.94344  -0.24
B1 -4.31272 0.60987 4.11369  -0.70
O2 -4.82862 1.42566 3.06042  0.04
O3 -4.35591 1.16195 5.45186  0.05
P1 -0.50890 -1.35553 0.27627  0.48
O4 -0.61655 -2.77849 -0.36283  -0.66
H1 -2.70868 -5.04433 5.48240  0.05
H2 -1.42516 -4.07341 5.48641  0.04
H3 -2.49824 -5.05383 3.38269  0.09
H4 -3.63540 -3.62368 3.53392  0.06
H5 -0.62388 -2.97671 3.87328  0.02
H6 -0.92804 -3.63411 2.21317  0.02
H7 -2.67846 0.50008 1.53362  -0.07
H8 0.21727 -0.92060 3.89501  0.03
H9 0.16835 0.46840 2.71909  0.03
H10 -0.15196 0.77432 5.25037  0.04
H11 -0.89768 1.73080 4.12729  0.06
H12 -4.69796 -2.30349 1.46871  0.03
H13 -3.29997 -3.35897 0.95659  0.05
H14 -3.68402 -2.56216 -1.35139  0.11
H15 -3.22617 -1.29087 4.88543  0.04
H16 -4.54957 -1.54689 3.67996  0.02
H17 -5.75788 1.20522 2.86637  0.05
H18 -3.71666 0.62375 5.95227  0.07
H19 0.82088 -1.23198 0.79674  -0.07
H20 -0.72829 -0.30189 -0.69612  -0.07
C7 4.06380 -0.70145 0.26531  -0.16
O5 2.92319 0.09512 0.53388  -0.16
H21 4.34412 -1.22889 1.17691  0.08
H22 3.83284 -1.43038 -0.51657  0.08
H23 4.89450 -0.06486 -0.05417  0.06
H24 2.69630 0.55003 -0.28446  0.06
C8 -5.46317 2.28583 -2.87228  -0.17
O6 -5.16224 2.25928 -1.48969  -0.12
H25 -6.25582 3.01466 -3.04602  0.07
H26 -4.57381 2.57581 -3.43914  0.06
H27 -5.80372 1.29622 -3.19335  0.07
H28 -4.45898 1.60545 -1.36598  0.05
C9 -2.58113 1.91208 -5.67272  -0.18
O7 -1.87402 1.48738 -4.52218  -0.13
H29 -2.24983 2.91601 -5.93932  0.07
H30 -2.37631 1.23043 -6.50331  0.07
H31 -3.65368 1.92902 -5.45924  0.06
H32 -2.18727 0.59716 -4.30841  0.05
C10 -7.83485 -3.11471 2.77545  -0.16
O8 -6.57122 -2.53089 3.05159  -0.14
H33 -7.78410 -4.17918 3.00143  0.08
H34 -8.60414 -2.65030 3.39918  0.06
H35 -8.08347 -2.98189 1.71858  0.08
H36 -6.63905 -1.59060 2.84442  0.06
C11 -8.98436 0.59579 2.89619  -0.13
O9 -7.72066 1.18378 3.17361  -0.12
H37 -8.93171 -0.46831 3.12179  0.06
H38 -9.75376 1.05849 3.51957  0.08
H39 -9.23250 0.72841 1.83988  0.08
H40 -7.79006 2.12254 2.96773  0.09
C12 5.40880 2.76651 -0.94675  -0.14
O10 4.04897 2.39112 -0.75425  -0.14
H41 5.79902 2.23935 -1.81702  0.07
H42 5.47166 3.84473 -1.11843  0.08
H43 5.99405 2.49469 -0.06767  0.05
H44 3.72789 2.86782 0.01778  0.08
C13 5.24724 2.08964 -4.81581  -0.15
O11 6.51913 2.67200 -4.54620  -0.15
H45 5.29275 1.02492 -4.59161  0.08
H46 4.48681 2.55954 -4.18746  0.08
H47 4.99719 2.22720 -5.87101  0.08
H48 6.45129 3.60968 -4.75181  0.08
C14 8.15778 2.06035 1.85661  -0.15
O12 8.19516 2.95278 0.74667  -0.14
H49 7.11831 1.89546 2.13917  0.08
H50 8.61207 1.10585 1.58213  0.06
H51 8.69613 2.49945 2.70124  0.07
H52 9.12024 3.08262 0.51669  0.07
C15 9.28643 -0.70062 -1.01982  -0.14
O13 9.60028 -0.76698 0.36864  -0.14
H53 8.50698 0.04533 -1.16868  0.08
H54 10.17421 -0.41138 -1.58637  0.06
H55 8.92550 -1.67343 -1.36358  0.08
H56 10.28883 -1.43044 0.47335  0.07
C16 -4.53393 -1.60257 -5.25942  -0.14
O14 -3.23739 -1.11612 -4.94083  -0.13
H57 -5.26567 -0.83592 -5.00858  0.07
H58 -4.59528 -1.82453 -6.32853  0.08
H59 -4.74428 -2.50494 -4.68027  0.08
H60 -2.60914 -1.80869 -5.16976  0.09
C17 9.78680 2.25745 -4.63890  -0.15
O15 10.35487 1.22072 -3.84536  -0.13
H61 8.74531 2.01599 -4.83958  0.05
H62 9.83919 3.20679 -4.09869  0.08
H63 10.32851 2.33661 -5.58606  0.07
H64 11.27294 1.45772 -3.68223  0.07

Results
2S+1: 1
charge: -1

Entry from OMol25: a 10-piece molecular cluster, C43H97N5O13 overall at a distorted geometry (wB97M-V/def2-TZVPD).

Each line ends with the Löwdin charge.
Atoms and positions in Å:
C1 2.14416 -3.60884 4.16837  -0.08
C2 1.85687 -3.75538 2.70000  -0.26
C3 0.55665 -4.37923 2.50991  -0.15
N1 0.13886 -4.63349 1.07892  -0.26
C4 1.02045 -5.58648 0.36248  -0.09
C5 0.53201 -5.90462 -1.07583  -0.14
C6 -0.97381 -6.03988 -1.23295  -0.16
C7 -1.85075 -5.19459 -0.28835  -0.14
C8 -1.23474 -5.12757 1.12055  -0.11
C9 0.29474 -3.27060 0.49311  0.02
H1 1.34351 -3.00020 4.67802  0.08
H2 3.09118 -3.04384 4.23638  0.09
H3 2.31301 -4.58636 4.60655  0.08
H4 2.64376 -4.43481 2.30738  0.13
H5 1.92283 -2.76667 2.31093  0.10
H6 -0.24674 -3.81822 2.94882  0.11
H7 0.42217 -5.37017 3.03271  0.17
H8 1.06756 -6.53482 0.91266  0.14
H9 2.01443 -5.20465 0.26148  0.12
H10 0.99047 -6.87036 -1.28248  0.12
H11 0.89982 -5.14400 -1.71350  0.06
H12 -1.16699 -7.06221 -0.89475  0.11
H13 -1.30559 -5.83408 -2.20862  0.10
H14 -2.83129 -5.61120 -0.20408  0.11
H15 -1.95672 -4.16701 -0.69608  0.10
H16 -1.12415 -6.12993 1.56392  0.14
H17 -1.78017 -4.48917 1.81973  0.12
H18 -0.36003 -2.64356 1.07393  0.11
H19 0.13235 -3.19865 -0.61195  0.12
H20 1.28563 -3.01937 0.64460  0.04
C10 1.32131 -2.53500 -5.88056  -0.11
C11 0.92741 -1.15052 -5.51435  -0.25
C12 1.73948 -0.81080 -4.26603  -0.08
N2 1.57970 0.66249 -3.80326  -0.23
C13 2.58299 1.08897 -2.79913  -0.10
C14 4.01022 1.23873 -3.43906  -0.10
C15 3.88814 2.35820 -4.54264  -0.17
C16 2.99149 1.77805 -5.62700  -0.16
C17 1.65889 1.59814 -4.96868  -0.16
C18 0.21716 0.86170 -3.22828  0.00
H21 1.23151 -3.07661 -4.92221  0.08
H22 2.26376 -2.66824 -6.46583  0.10
H23 0.64583 -2.91413 -6.63099  0.07
H24 -0.14245 -1.17936 -5.22581  0.12
H25 1.04532 -0.51581 -6.41702  0.12
H26 2.81348 -0.92484 -4.46744  0.13
H27 1.39209 -1.44808 -3.48744  0.09
H28 2.59819 0.35019 -2.04783  0.08
H29 2.09703 1.99754 -2.45543  0.13
H30 4.26512 0.27382 -3.88767  0.10
H31 4.70904 1.51853 -2.64419  0.11
H32 4.91762 2.59487 -4.89218  0.12
H33 3.50336 3.26205 -4.17232  0.08
H34 3.42131 0.88258 -6.04884  0.11
H35 2.79189 2.50885 -6.43604  0.14
H36 0.85853 1.27826 -5.64865  0.12
H37 1.43332 2.58965 -4.63178  0.08
H38 -0.51165 0.62297 -4.06192  0.13
H39 0.10147 1.86989 -3.08942  0.03
H40 0.10197 0.23150 -2.35117  0.11
C19 1.80578 1.67476 3.08243  0.00
N3 3.10572 1.83035 2.34559  -0.33
C20 4.09845 1.18993 3.25209  -0.03
C21 3.05496 1.05510 1.07619  -0.01
C22 3.54310 3.30166 2.03602  -0.03
C23 2.47921 4.17347 1.15762  -0.23
O1 1.21493 4.24525 1.73442  -0.10
H41 1.88455 2.23254 3.94137  0.04
H42 1.63136 0.62976 3.24001  0.06
H43 0.99741 2.10724 2.53437  0.10
H44 5.15593 1.34844 2.85427  0.12
H45 3.94216 0.09378 3.44009  0.11
H46 4.08105 1.66981 4.26912  0.12
H47 2.92368 0.00438 1.37894  0.10
H48 4.02307 1.19835 0.58987  0.10
H49 2.30060 1.35833 0.35937  0.10
H50 4.52913 3.29478 1.50509  0.13
H51 3.54505 3.68478 3.07136  0.10
H52 2.33763 3.72475 0.21870  0.07
H53 2.99557 5.10944 0.94408  0.12
H54 1.37123 4.67952 2.63400  0.01
C24 -4.91455 2.72074 -1.76506  0.04
N4 -3.85996 2.51252 -2.89246  -0.31
C25 -4.44882 1.67015 -4.00138  0.00
C26 -3.51897 3.87380 -3.42695  0.00
C27 -2.64232 1.78005 -2.28211  -0.08
C28 -2.19147 2.19133 -0.85441  -0.25
O2 -1.99415 3.54822 -0.71568  -0.06
H55 -5.80248 2.98818 -2.35163  0.10
H56 -4.55460 3.56083 -1.12093  0.12
H57 -5.04591 1.76789 -1.24427  0.09
H58 -4.81702 0.77911 -3.51328  0.08
H59 -3.76192 1.67660 -4.84828  0.10
H60 -5.40045 2.15465 -4.47704  0.13
H61 -4.45026 4.38056 -3.64536  0.10
H62 -2.92561 3.71261 -4.33712  0.11
H63 -3.03029 4.40460 -2.66008  0.07
H64 -1.75493 1.98673 -2.88072  0.07
H65 -2.87086 0.75568 -2.38792  0.09
H66 -1.24880 1.64944 -0.73348  0.12
H67 -2.76312 1.80847 -0.02993  0.08
H68 -1.43254 3.90532 -1.45532  0.06
C29 -4.16010 -0.24319 1.90649  0.01
N5 -2.90719 -0.57738 2.57837  -0.33
C30 -2.85042 -2.04029 2.80804  0.03
C31 -1.80279 -0.23459 1.62487  0.01
C32 -2.74517 0.24359 3.76955  -0.10
C33 -3.62232 -0.21448 5.00116  -0.19
O3 -3.29721 -1.47294 5.56801  -0.10
H69 -4.99121 -0.29742 2.58352  0.11
H70 -4.22158 -0.85542 1.05035  0.05
H71 -3.97254 0.72603 1.46298  0.10
H72 -3.51444 -2.28320 3.66412  0.12
H73 -1.82463 -2.31584 3.10239  0.09
H74 -3.14246 -2.38436 1.82650  0.08
H75 -1.96126 -0.69368 0.64789  0.10
H76 -0.95699 -0.66672 2.12640  0.06
H77 -1.73270 0.83158 1.60552  0.09
H78 -3.03758 1.29039 3.65190  0.15
H79 -1.77249 0.30424 4.11151  0.09
H80 -4.67258 -0.25697 4.66223  0.11
H81 -3.44877 0.57079 5.70427  0.11
H82 -2.36240 -1.53592 5.82404  0.03
C34 1.85395 5.71713 6.29078  -0.01
C35 1.97100 4.83661 5.07256  -0.68
O4 2.56334 3.75254 5.05039  -0.06
O5 1.43858 5.28591 3.98288  -0.08
H83 0.93009 5.50286 6.83869  0.08
H84 1.79221 6.72166 5.93525  0.07
H85 2.59233 5.44550 7.02043  0.06
C36 -5.51451 -2.81946 -1.29966  -0.02
C37 -4.46947 -1.76616 -1.01166  -0.79
O6 -4.56571 -0.63669 -1.44037  -0.02
O7 -3.45325 -2.11178 -0.35009  -0.11
H86 -5.06612 -3.49790 -2.04991  0.08
H87 -6.41368 -2.41825 -1.75709  0.06
H88 -5.72407 -3.39907 -0.39417  0.07
C38 1.18459 -0.18857 6.08064  -0.01
C39 0.19189 -0.93309 5.17159  -0.74
O8 0.20867 -0.82397 3.91489  -0.09
O9 -0.64999 -1.58543 5.80709  -0.04
H89 0.76693 0.75803 6.53597  0.10
H90 2.16040 0.06086 5.68083  0.04
H91 1.45159 -0.76627 6.98742  0.08
C40 3.71383 -2.56853 -1.06419  -0.01
C41 2.21454 -2.48418 -1.52414  -0.74
O10 1.76456 -3.44322 -2.21082  -0.07
O11 1.66732 -1.43135 -1.06158  -0.10
H92 4.21647 -3.40803 -1.58669  0.07
H93 3.49722 -2.90886 -0.03517  0.05
H94 4.29468 -1.59887 -1.08060  0.08
C42 -0.01856 6.13911 -2.86420  0.00
C43 0.27708 4.68577 -3.34855  -0.71
O12 1.33546 4.30238 -3.77012  0.00
O13 -0.64862 3.85895 -3.09217  -0.12
H95 -0.32640 6.73208 -3.77359  0.09
H96 0.76703 6.69669 -2.38005  0.06
H97 -0.89105 6.05185 -2.16500  0.07

Results
2S+1: 1
charge: 0

no.,LUMO level (eV)
1,1.76
2,0.22